[1]
Molecular formula: C13H14N4OS
Method: DFT, ωB97M-V with the def2-TZVPD basis set

Last column: natural (NBO) charge in e.
CARTESIAN COORDINATES (ANGSTROEM)
C 3.03 0.05 3.07  -0.621
C 2.44 -0.05 1.70  -0.047
C 1.89 1.05 1.06  -0.184
C 1.36 0.94 -0.21  -0.297
C 1.35 -0.28 -0.88  0.220
N 0.86 -0.41 -2.19  -0.612
C 0.02 0.60 -2.76  -0.276
C -1.22 0.85 -1.97  0.444
N -1.74 1.99 -1.63  -0.278
N -2.84 1.73 -0.90  -0.336
C -2.94 0.44 -0.83  0.281
S -4.17 -0.48 -0.04  0.326
C -5.02 0.93 0.79  -0.627
C -4.35 1.23 2.03  0.255
N -3.82 1.45 3.01  -0.284
O -1.95 -0.19 -1.49  -0.416
C 1.90 -1.40 -0.25  -0.063
C 1.92 -2.74 -0.94  -0.639
C 2.43 -1.27 1.02  -0.186
H 2.61 -0.71 3.73  0.215
H 4.11 -0.11 3.03  0.215
H 2.84 1.03 3.50  0.215
H 1.88 2.01 1.55  0.210
H 0.93 1.82 -0.67  0.217
H 0.56 -1.35 -2.39  0.382
H -0.26 0.28 -3.77  0.230
H 0.56 1.55 -2.84  0.236
H -4.98 1.78 0.11  0.298
H -6.04 0.61 0.98  0.270
H 2.44 -2.67 -1.89  0.219
H 0.91 -3.10 -1.12  0.207
H 2.44 -3.47 -0.32  0.224
H 2.85 -2.14 1.51  0.201

The value obtained for the frontier orbital gap is 8.34 eV. Its molecular weight is 274.35 g mol⁻¹.

---

[2]
Molecular formula: C17H26O4
Method: DFT, ωB97M-V with the def2-TZVPD basis set

Last column: natural (NBO) charge in e.
CARTESIAN COORDINATES (ANGSTROEM)
C -3.89 2.26 2.54  -0.718
C -2.42 1.80 2.51  0.810
O -1.54 2.60 2.74  -0.595
O -2.30 0.50 2.12  -0.537
C -1.01 -0.18 2.14  0.303
C -0.26 0.05 3.45  -0.652
C -1.30 -1.69 2.11  -0.632
C -0.11 0.33 0.94  -0.250
C -0.78 0.01 -0.39  -0.402
C 0.04 0.66 -1.55  -0.391
C 1.48 0.11 -1.60  -0.083
C 1.56 -1.30 -2.23  -0.614
C 2.32 1.12 -2.42  -0.065
O 2.64 2.21 -1.54  -0.535
C 2.81 1.68 -0.22  0.199
C 2.31 2.70 0.85  -0.615
C 4.24 1.44 0.08  -0.331
C 4.47 0.12 0.10  0.144
O 3.36 -0.64 -0.12  -0.521
C 2.22 0.23 -0.23  0.278
C 1.36 -0.21 0.97  -0.421
H -4.38 2.14 1.57  0.235
H -4.50 1.67 3.26  0.234
H -3.91 3.33 2.83  0.237
H -0.98 0.10 4.27  0.219
H 0.28 1.02 3.38  0.230
H 0.47 -0.73 3.66  0.217
H -0.40 -2.28 2.26  0.217
H -1.78 -2.02 1.22  0.213
H -2.00 -1.92 2.92  0.221
H -0.05 1.41 1.02  0.227
H -0.88 -1.05 -0.59  0.197
H -1.80 0.46 -0.40  0.217
H 0.01 1.73 -1.43  0.214
H -0.45 0.43 -2.52  0.211
H 1.15 -1.22 -3.24  0.211
H 1.00 -2.05 -1.63  0.212
H 2.61 -1.64 -2.31  0.229
H 1.77 1.50 -3.29  0.191
H 3.25 0.69 -2.78  0.172
H 3.03 3.53 0.94  0.220
H 2.27 2.22 1.82  0.213
H 1.36 3.07 0.49  0.218
H 5.01 2.18 0.13  0.225
H 5.46 -0.32 0.20  0.207
H 1.33 -1.31 0.98  0.220
H 1.82 0.15 1.86  0.218

The value obtained for the frontier orbital gap is 9.32 eV. Its molecular weight is 294.39 g mol⁻¹.

---

[3]
Molecular formula: C24H24AsN2O9SSn
Method: DFT, ωB97M-V with the def2-TZVPD basis set

Last column: natural (NBO) charge in e.
CARTESIAN COORDINATES (ANGSTROEM)
Sn -0.55 -0.72 0.29  1.550
O 2.63 1.43 2.52  -0.680
C 2.32 1.17 3.80  0.348
C 3.02 1.86 4.79  -0.285
C 2.77 1.62 6.12  -0.186
C 1.80 0.68 6.50  -0.282
C 1.10 0.01 5.53  -0.157
C 1.33 0.24 4.17  -0.150
C 0.57 -0.52 3.14  0.552
O 0.98 -0.45 1.91  -0.874
N -0.45 -1.23 3.53  -0.435
N -1.05 -1.84 2.42  -0.407
C -1.63 -2.95 2.70  0.131
C -2.26 -3.86 1.77  -0.173
C -2.77 -5.06 2.27  -0.160
C -3.30 -6.03 1.45  -0.304
C -3.32 -5.80 0.07  -0.183
C -2.84 -4.62 -0.45  -0.296
C -2.30 -3.61 0.37  0.397
O -1.88 -2.49 -0.13  -0.864
H 2.06 0.83 1.97  0.522
H 3.77 2.57 4.47  0.216
H 3.33 2.15 6.88  0.200
H 1.62 0.48 7.55  0.201
H 0.34 -0.71 5.79  0.229
H -1.58 -3.28 3.74  0.174
H -2.74 -5.22 3.35  0.197
H -3.67 -6.96 1.86  0.201
H -3.73 -6.55 -0.59  0.199
H -2.86 -4.43 -1.52  0.210
O 3.01 1.37 -1.09  -1.056
As 2.55 -0.05 -2.00  1.660
O 0.61 1.52 -3.09  -0.586
O 1.71 -1.04 -1.02  -1.153
C 0.77 2.86 -2.81  0.401
C 1.62 3.55 -3.67  -0.272
C 1.91 4.88 -3.46  -0.198
C 1.34 5.55 -2.39  -0.239
C 0.52 4.86 -1.51  -0.162
C 0.23 3.51 -1.70  -0.413
S -0.36 2.61 -0.25  2.436
O 0.76 1.66 -0.06  -1.069
O -0.51 3.59 0.79  -0.971
O -1.59 1.90 -0.57  -1.007
H 2.36 1.57 -0.38  0.531
H 2.06 3.00 -4.49  0.216
H 2.59 5.40 -4.13  0.207
H 1.57 6.59 -2.20  0.209
H 0.12 5.33 -0.62  0.247
C -2.08 -0.99 -3.70  -0.601
C -0.66 -0.44 -3.59  -0.260
C 0.19 -0.81 -4.81  -0.606
C -0.72 1.05 -3.38  -0.073
H -2.05 -2.07 -3.91  0.210
H -2.63 -0.50 -4.51  0.192
H -2.62 -0.86 -2.77  0.231
H -0.19 -0.89 -2.70  0.223
H -0.27 -0.43 -5.72  0.196
H 0.29 -1.89 -4.90  0.208
H 1.19 -0.38 -4.73  0.209
H -1.06 1.55 -4.30  0.162
H -1.39 1.31 -2.57  0.237

The value obtained for the frontier orbital gap is 7.27 eV. Its molecular weight is 710.16 g mol⁻¹. As for the net charge: -1.

---

[4]
Molecular formula: C3H10S2
Method: DFT, ωB97M-V with the def2-TZVPD basis set

Last column: natural (NBO) charge in e.
CARTESIAN COORDINATES (ANGSTROEM)
C 1.27 3.00 1.09  -0.652
C 0.89 1.72 0.37  -0.443
S -0.18 0.56 1.52  -0.136
H 1.21 2.83 2.17  0.228
H 2.36 3.14 1.00  0.216
H 0.76 3.88 0.74  0.218
H 1.68 0.98 0.28  0.229
H 0.10 1.88 -0.35  0.226
H -1.18 1.45 1.74  0.114
C -1.63 -1.74 -1.09  -0.742
S 0.02 -2.16 -1.66  -0.040
H -1.95 -2.58 -0.47  0.227
H -2.27 -1.63 -1.97  0.208
H -1.79 -0.80 -0.57  0.233
H 0.42 -0.96 -2.08  0.113

The value obtained for the frontier orbital gap is 9.71 eV. Its molecular weight is 110.25 g mol⁻¹.

---

[5]
Molecular formula: C7H25IO11P2
Method: DFT, ωB97M-V with the def2-TZVPD basis set

Last column: natural (NBO) charge in e.
CARTESIAN COORDINATES (ANGSTROEM)
C 2.19 -1.61 -2.15  -0.646
C 3.12 -0.60 -3.10  -0.446
C 2.11 0.64 -3.60  -0.044
I 3.15 1.51 -5.37  0.098
O 2.05 1.57 -2.46  -0.760
P 0.57 2.48 -2.43  2.338
O 0.97 4.04 -2.58  -1.001
O -0.18 2.30 -0.83  -0.968
O -0.53 2.15 -3.74  -0.927
P -1.66 0.85 -3.27  2.310
O -2.13 0.05 -4.59  -1.016
O -0.90 -0.33 -2.22  -0.943
O -3.10 1.54 -2.51  -0.943
H 1.35 -2.14 -2.82  0.228
H 1.60 -1.02 -1.32  0.205
H 2.86 -2.41 -1.59  0.232
H 3.52 -1.22 -4.02  0.239
H 3.95 -0.18 -2.40  0.230
H 1.10 0.12 -3.88  0.222
H 0.53 2.05 -0.15  0.528
H -1.56 -0.46 -1.45  0.525
H -3.88 1.27 -3.11  0.534
C -2.00 3.26 2.49  -0.245
O -2.38 2.73 1.24  -0.729
H -2.63 2.83 3.27  0.181
H -0.95 3.00 2.70  0.155
H -2.12 4.34 2.49  0.164
H -1.80 3.13 0.57  0.474
C -0.66 -2.83 0.19  -0.254
O -0.77 -3.31 -1.14  -0.717
H -0.03 -3.51 0.76  0.212
H -0.21 -1.84 0.18  0.149
H -1.65 -2.79 0.64  0.155
H -1.34 -2.69 -1.62  0.456
C -0.88 -4.31 3.61  -0.248
O -0.03 -3.25 3.20  -0.725
H -0.38 -5.26 3.40  0.186
H -1.07 -4.23 4.68  0.164
H -1.82 -4.26 3.06  0.161
H -0.50 -2.42 3.39  0.466
C 1.22 2.09 4.28  -0.247
O 0.57 0.83 4.23  -0.726
H 1.66 2.30 3.30  0.178
H 0.48 2.86 4.51  0.163
H 2.00 2.07 5.04  0.169
H 0.19 0.67 5.11  0.465

The value obtained for the frontier orbital gap is 8.49 eV. Its molecular weight is 474.12 g mol⁻¹.

---

[6]
Molecular formula: C28H56NO9PS2Si2
Method: DFT, ωB97M-V with the def2-TZVPD basis set

Last column: Löwdin charge in e.
CARTESIAN COORDINATES (ANGSTROEM)
C 0.45 3.29 3.06  -0.049
C -0.36 2.03 2.55  -0.274
O -0.95 2.20 1.26  -0.232
C -0.17 1.57 0.24  -0.267
Si -1.08 1.26 -1.38  0.544
C 0.09 0.60 -2.77  -0.307
N 1.04 1.73 -3.07  -0.041
O -2.44 0.25 -1.37  -0.292
Si -2.79 -0.62 0.05  0.535
C -1.36 -1.59 0.84  -0.213
C -0.34 -2.26 -0.18  -0.188
C 1.11 -2.38 0.39  -0.197
C 1.34 -3.36 1.46  -0.044
C 2.65 -3.58 2.03  -0.086
C 3.79 -2.81 1.53  -0.100
C 3.57 -1.81 0.51  -0.080
C 2.24 -1.60 -0.06  -0.037
C -3.65 0.39 1.43  -0.193
C -4.56 1.59 0.92  -0.414
C -4.06 2.95 1.60  -0.095
C -6.07 1.45 1.38  -0.099
C -4.08 -1.96 -0.48  -0.360
C -5.53 -1.37 -0.70  -0.120
C -3.64 -2.61 -1.89  -0.250
C -3.19 -4.12 -1.77  -0.118
P -1.76 3.26 -2.15  0.490
O -0.73 4.31 -1.96  -0.346
O -1.94 3.05 -3.81  -0.216
O -3.28 3.66 -1.61  -0.188
H 1.14 2.96 3.86  0.046
H 1.05 3.68 2.20  0.080
H -0.29 4.02 3.47  0.080
H -1.21 1.89 3.29  0.120
H 0.29 1.12 2.66  0.084
H 0.67 2.30 0.00  0.109
H 0.37 0.65 0.61  0.088
H 0.68 -0.29 -2.43  0.054
H -0.54 0.32 -3.65  0.088
H 1.49 1.96 -2.17  0.057
H 1.81 1.28 -3.60  0.001
H -1.84 -2.45 1.39  0.090
H -0.84 -0.99 1.64  0.082
H -0.36 -1.81 -1.21  0.089
H -0.68 -3.32 -0.32  0.097
H 0.47 -3.94 1.83  0.111
H 2.77 -4.35 2.81  0.093
H 4.81 -2.98 1.92  0.092
H 4.41 -1.21 0.11  0.097
H 2.14 -0.82 -0.84  0.089
H -2.95 0.70 2.26  0.067
H -4.36 -0.34 1.93  0.088
H -4.50 1.73 -0.19  0.100
H -3.21 3.42 1.06  0.058
H -3.84 2.79 2.69  0.082
H -4.90 3.69 1.56  0.070
H -6.55 2.44 1.11  0.073
H -6.64 0.69 0.80  0.050
H -6.17 1.37 2.49  0.086
H -4.04 -2.77 0.30  0.098
H -6.04 -1.37 0.30  0.067
H -6.17 -1.97 -1.39  0.075
H -5.42 -0.31 -1.05  0.075
H -2.82 -2.04 -2.39  0.085
H -4.52 -2.56 -2.59  0.096
H -3.64 -4.68 -0.92  0.071
H -2.06 -4.21 -1.78  0.055
H -3.51 -4.62 -2.72  0.070
H -1.10 2.73 -4.19  0.044
H -3.54 4.43 -2.15  0.086
C 3.66 -0.90 6.16  -0.222
C 4.19 0.50 6.49  -0.215
C 3.23 1.51 5.85  -0.222
S 1.63 0.71 5.78  0.668
O 1.28 0.52 4.39  -0.329
O 0.73 1.34 6.71  -0.315
C 2.16 -0.86 6.45  -0.229
H 4.16 -1.67 6.75  0.116
H 3.84 -1.12 5.11  0.117
H 4.20 0.64 7.58  0.118
H 5.21 0.65 6.14  0.115
H 3.15 2.42 6.45  0.106
H 3.53 1.76 4.84  0.107
H 1.61 -1.67 5.97  0.109
H 1.97 -0.84 7.52  0.109
C 3.77 0.22 -7.51  -0.219
C 5.04 -0.54 -7.12  -0.214
C 5.20 -0.44 -5.60  -0.217
S 3.55 -0.24 -4.94  0.676
O 3.44 1.07 -4.34  -0.328
O 3.18 -1.44 -4.22  -0.318
C 2.70 -0.22 -6.51  -0.226
H 3.47 0.02 -8.53  0.118
H 3.95 1.30 -7.41  0.122
H 4.93 -1.59 -7.40  0.119
H 5.92 -0.15 -7.64  0.116
H 5.65 -1.33 -5.18  0.106
H 5.78 0.44 -5.32  0.107
H 1.85 0.45 -6.47  0.111
H 2.37 -1.24 -6.72  0.112

The value obtained for the frontier orbital gap is 9.19 eV. Its molecular weight is 702.03 g mol⁻¹.

---

[7]
Molecular formula: C3H3N2O
Method: DFT, ωB97M-V with the def2-TZVPD basis set

Last column: natural (NBO) charge in e.
CARTESIAN COORDINATES (ANGSTROEM)
C -0.37 0.89 0.09  0.265
C 0.30 -1.21 -0.04  0.207
C 1.12 -0.09 0.07  -0.494
N -0.58 -1.92 -0.20  -0.222
N -1.53 0.45 0.07  0.088
O -2.23 -0.46 -0.12  0.179
H -0.25 2.15 0.07  0.315
H 1.68 0.28 -0.89  0.325
H 1.87 -0.08 0.95  0.338

The value obtained for the frontier orbital gap (spin up / spin down) is 10.09 / 7.29 eV. Its molecular weight is 83.07 g mol⁻¹. Its spin multiplicity is 3. As for the net charge: +1.

---

[8]
Molecular formula: C4H4I2
Method: DFT, ωB97M-V with the def2-TZVPD basis set

Last column: natural (NBO) charge in e.
CARTESIAN COORDINATES (ANGSTROEM)
C 0.59 -0.46 0.95  -0.014
C -1.69 0.79 1.96  -0.056
C -0.77 -0.38 1.62  -0.681
C 1.66 -0.21 0.44  -0.248
I -0.97 2.51 1.03  0.180
I 0.18 1.22 -2.64  -0.112
H -1.46 -0.56 0.76  0.311
H -0.63 -1.21 2.44  0.275
H 2.61 -0.50 0.04  0.245
H 0.83 1.57 -1.22  0.100

The value obtained for the frontier orbital gap is 8.17 eV. Its molecular weight is 305.88 g mol⁻¹.

---

[9]
Molecular formula: C4H12
Method: DFT, ωB97M-V with the def2-TZVPD basis set

Last column: natural (NBO) charge in e.
CARTESIAN COORDINATES (ANGSTROEM)
C 1.73 -2.44 -1.14  -0.588
C 0.50 -1.62 -1.09  -0.615
H 2.15 -2.48 0.00  0.176
H 1.64 -3.46 -1.33  0.201
H 2.54 -2.23 -1.74  0.207
H -0.18 -1.96 -0.36  0.211
H 0.75 -0.58 -0.98  0.205
H 0.15 -1.55 -2.09  0.203
C -1.05 2.12 1.85  -0.604
C -1.16 1.95 0.32  -0.619
H -0.16 1.97 2.41  0.207
H -1.52 3.21 1.96  0.196
H -1.88 1.47 2.36  0.192
H -2.34 2.11 0.17  0.215
H -0.96 0.91 0.03  0.198
H -0.34 2.57 -0.12  0.213

The value obtained for the frontier orbital gap is 12.16 eV. Its molecular weight is 60.14 g mol⁻¹.

---

[10]
Molecular formula: C6H10N2O
Method: DFT, ωB97M-V with the def2-TZVPD basis set

Last column: natural (NBO) charge in e.
CARTESIAN COORDINATES (ANGSTROEM)
C -0.06 -0.54 -0.31  -0.145
C -0.68 -1.54 0.74  -0.508
C 1.43 -0.68 -0.46  -0.622
C -0.86 -0.44 -1.58  -0.628
C -0.39 1.55 0.54  0.817
N 0.87 1.94 0.99  -0.876
C -0.89 -0.27 1.33  0.411
O -1.10 2.12 -0.24  -0.606
N -1.12 0.78 1.89  -0.426
H 1.02 1.81 1.98  0.397
H 1.07 2.88 0.68  0.403
H -1.58 -2.07 0.43  0.250
H 0.03 -2.18 1.26  0.248
H 1.94 -0.66 0.51  0.212
H -0.50 0.39 -2.19  0.228
H 1.68 -1.62 -0.97  0.200
H 1.83 0.14 -1.05  0.223
H -1.92 -0.26 -1.38  0.222
H -0.77 -1.36 -2.17  0.200

The value obtained for the frontier orbital gap is 8.46 eV. Its molecular weight is 126.16 g mol⁻¹.

---

[11]
Molecular formula: C10H17N2PS
Method: DFT, ωB97M-V with the def2-TZVPD basis set

Last column: natural (NBO) charge in e.
CARTESIAN COORDINATES (ANGSTROEM)
C -1.13 0.38 4.66  -0.128
C -2.65 -1.70 1.15  0.066
C -0.78 1.96 -2.96  -0.615
C -1.49 0.71 -2.48  -0.387
C -0.79 -0.47 -1.90  -0.389
C 0.23 -0.11 -0.87  -0.425
C 1.29 -1.24 -0.57  -0.394
C 1.74 -1.30 0.89  -0.372
C 2.37 0.01 1.42  -0.498
C 1.55 1.25 1.55  -0.382
N -1.96 0.81 5.32  -0.310
N -2.61 -0.60 1.48  -0.317
P 0.08 -0.33 3.66  0.153
S 0.32 1.43 2.65  0.392
H -0.35 2.40 -2.03  0.196
H -1.71 2.53 -3.30  0.223
H -0.07 1.76 -3.69  0.203
H -1.91 0.32 -3.48  0.194
H -2.19 0.90 -1.67  0.202
H -1.67 -1.12 -1.54  0.198
H -0.22 -0.92 -2.72  0.190
H -0.22 0.32 0.03  0.213
H 0.77 0.73 -1.38  0.198
H 0.72 -2.19 -0.68  0.201
H 2.21 -1.22 -1.12  0.203
H 2.55 -1.99 0.99  0.212
H 0.86 -1.55 1.46  0.207
H 3.26 0.09 0.96  0.224
H 2.81 -0.17 2.40  0.239
H -2.67 -2.81 0.94  0.250
H 1.66 2.14 0.84  0.251

The value obtained for the frontier orbital gap (spin up / spin down) is 7.00 / 6.69 eV. Its molecular weight is 228.30 g mol⁻¹.